1.
The following is a quantum chemistry calculation of a structure of composition C29H43Cl2F5N3O4RuSi, from OMol25.

Geometry as XYZ:
```
88
C29H43Cl2F5N3O4RuSi, DFT ωB97M-V/def2-TZVPD
C -0.861 0.317 -6.964
C 0.402 0.204 -7.772
H -1.303 1.322 -6.988
H -0.729 -0.011 -5.928
H -1.593 -0.341 -7.453
C 0.508 0.754 -9.030
C -0.538 1.617 -9.670
H 1.373 0.485 -9.643
H -0.883 2.417 -8.988
H -1.438 1.090 -10.044
H -0.074 2.091 -10.546
Ru 0.719 -0.687 -2.009
Cl 1.226 -2.176 -3.620
C 3.511 -1.496 -1.597
O 2.732 -0.514 -1.419
N 4.773 -1.400 -1.199
C 5.234 -0.173 -0.557
C 5.682 -2.523 -1.368
H 3.184 -2.425 -2.106
H 4.617 0.069 0.322
H 5.214 0.679 -1.254
H 6.265 -0.349 -0.236
H 5.189 -3.449 -1.039
H 6.579 -2.346 -0.776
H 5.965 -2.647 -2.422
H 2.096 0.231 2.597
H -0.667 -1.291 3.697
C 1.218 0.886 2.707
C -0.913 -0.276 3.350
N -0.002 0.193 2.316
H 1.362 1.770 2.073
C -0.198 -0.164 1.039
O 0.575 0.226 0.118
H -1.930 -0.310 2.945
H -1.097 -0.778 0.842
H 1.117 1.187 3.757
H -0.891 0.399 4.210
H -2.866 3.349 -0.863
H -0.684 3.273 -4.015
C -1.906 3.865 -0.991
C -0.528 3.864 -3.102
N -1.055 3.158 -1.939
H -1.422 3.949 -0.009
C -0.769 1.876 -1.747
O 0.123 1.281 -2.433
H 0.544 4.078 -2.981
H -1.377 1.361 -0.987
H -2.076 4.869 -1.377
H -1.083 4.805 -3.162
O 1.031 -1.445 -6.197
C 1.398 -0.696 -7.263
C 3.385 0.482 -8.100
C 2.782 -0.727 -7.679
H 2.776 1.387 -8.075
C 4.712 0.522 -8.543
H 1.751 -2.110 -5.953
C 3.616 -1.871 -7.549
H 5.087 1.451 -8.990
C 5.494 -0.630 -8.471
C 4.965 -1.807 -7.922
H 3.227 -2.825 -7.183
H 6.526 -0.611 -8.834
H 5.595 -2.698 -7.851
Si 3.615 2.543 -4.601
Cl 1.831 2.652 -5.564
C 4.830 3.589 -5.540
C 4.057 0.703 -4.605
C 3.473 3.213 -2.857
H 5.614 2.964 -5.964
H 5.318 4.306 -4.868
H 4.327 4.140 -6.336
H 4.470 3.569 -2.555
H 3.141 2.444 -2.140
H 2.778 4.062 -2.835
H 4.436 0.418 -5.596
H 3.178 0.076 -4.380
H 4.859 0.444 -3.898
F -1.668 -2.532 -2.272
C -0.909 -3.035 -1.262
C 0.302 -2.426 -0.902
C 1.013 -2.943 0.178
F 2.126 -2.332 0.676
C 0.563 -4.075 0.858
F 1.275 -4.546 1.903
C -0.623 -4.693 0.464
F -1.049 -5.800 1.101
C -1.374 -4.156 -0.583
F -2.526 -4.742 -0.968
```

## Properties
LUMO (spin up / spin down): 0.20 / 0.17 eV
DFT total energy: -3400.07810 Ha
ΔE to the lowest compared entry with this formula, charge and spin: 0.0 kcal/mol
HOMO-LUMO gap (spin up / spin down): 5.5 / 6.9 eV
2S+1: 6
M: 792.73 g/mol
Highest occupied orbital energy (spin up / spin down): -5.32 / -6.76 eV

***

2.
The following is a quantum chemistry calculation of a structure of composition C29H43ClN4ORbSi2, from OMol25.

Geometry as XYZ:
```
81
C29H43ClN4ORbSi2, DFT ωB97M-V/def2-TZVPD
Rb 0.949 0.605 -0.487
Cl 5.193 -5.133 -3.584
C 4.248 -3.706 -3.194
C 3.191 -3.321 -4.040
C 2.457 -2.210 -3.745
C 2.724 -1.368 -2.602
O 2.029 -0.342 -2.392
C 3.797 -1.817 -1.737
C 4.173 -1.206 -0.488
N 3.728 -0.125 0.048
C 4.262 0.307 1.266
C 5.501 -0.055 1.756
C 5.968 0.374 3.012
C 5.216 1.199 3.795
C 3.970 1.662 3.313
C 3.175 2.574 4.045
C 2.009 3.037 3.516
C 1.627 2.582 2.237
N 2.324 1.724 1.540
C 3.491 1.244 2.047
C 4.524 -2.981 -2.074
H 2.967 -3.917 -4.916
H 1.636 -1.902 -4.381
H 4.919 -1.808 0.050
H 6.144 -0.683 1.154
H 6.941 0.042 3.353
H 5.568 1.530 4.765
H 3.517 2.903 5.019
H 1.387 3.744 4.049
H 0.710 2.948 1.778
H 5.326 -3.307 -1.419
C -2.902 0.580 0.985
Si -3.288 1.722 -0.492
C -4.312 3.160 0.188
C -4.532 0.678 -1.490
C -1.795 2.230 -1.322
Si -1.413 3.670 -2.311
C -1.952 3.637 -4.135
C 0.464 3.937 -2.399
C -2.161 5.271 -1.632
H -3.806 0.253 1.513
H -2.249 1.088 1.704
H -2.373 -0.317 0.641
H -5.149 2.803 0.797
H -4.723 3.761 -0.629
H -3.693 3.819 0.804
H -5.354 0.297 -0.870
H -4.020 -0.179 -1.943
H -4.963 1.266 -2.306
H -1.166 1.379 -1.585
H -1.477 2.797 -4.652
H -1.692 4.558 -4.670
H -3.036 3.494 -4.204
H 0.958 3.042 -2.794
H 0.873 4.137 -1.403
H 0.737 4.774 -3.051
H -3.254 5.237 -1.669
H -1.833 6.138 -2.215
H -1.869 5.426 -0.589
C -3.839 -3.791 0.363
C -2.508 -4.474 0.682
N -1.571 -3.646 1.425
C -1.743 -3.552 2.864
C -2.559 -2.346 3.334
C -0.693 -2.794 0.796
C -0.589 -2.900 -0.705
N 0.051 -1.925 1.374
H -4.433 -4.413 -0.310
H -3.674 -2.825 -0.116
H -4.423 -3.620 1.268
H -2.037 -4.806 -0.240
H -2.692 -5.374 1.274
H -0.756 -3.538 3.334
H -2.227 -4.473 3.193
H -2.145 -1.412 2.955
H -2.570 -2.304 4.425
H -3.589 -2.410 2.983
H -0.244 -3.889 -1.013
H 0.140 -2.168 -1.032
H -1.543 -2.696 -1.194
H -0.048 -1.898 2.383
```

## Properties
LUMO: 1.97 eV
Net charge: -1
DFT total energy: -2488.49879 Ha
ΔE to the lowest compared entry with this formula, charge and spin: 12.4 kcal/mol
HOMO-LUMO gap: 5.2 eV
M: 640.78 g/mol
Highest occupied orbital energy: -3.24 eV

***

3.
The following is a quantum chemistry calculation of a structure of composition C29H43N2O6SSbSeSi3W, from OMol25.

Geometry as XYZ:
```
87
C29H43N2O6SSbSeSi3W, DFT ωB97M-V/def2-TZVPD
W 0.554 -0.604 0.000
C -0.070 -4.430 -2.561
Sb 0.435 -3.264 -0.772
C -1.156 -1.747 -0.673
C -1.684 -1.427 -1.963
C -2.946 -0.828 -2.164
C -3.353 -0.528 -3.441
C -2.514 -0.826 -4.512
C -1.312 -1.451 -4.240
N -0.900 -1.748 -3.016
Si -2.206 -1.961 0.890
C -1.194 -2.929 2.208
C -3.240 -0.565 1.697
C -3.513 -3.230 0.258
C 2.432 -2.309 -1.133
C 2.324 -0.867 -1.425
C 3.428 -0.028 -1.385
C 3.368 1.268 -1.894
C 2.161 1.674 -2.510
C 1.073 0.860 -2.492
N 1.060 -0.408 -1.891
Si 3.010 -2.342 0.832
C 2.659 -4.070 1.646
C 3.873 -0.930 1.867
C 4.836 -3.010 0.287
Si 3.279 -3.048 -2.708
C 3.378 -4.952 -2.526
C 5.019 -2.354 -3.088
C 2.218 -2.469 -4.194
H -1.141 -4.582 -2.504
H 0.406 -5.385 -2.387
H 0.198 -4.048 -3.536
H -3.560 -0.608 -1.307
H -4.315 -0.069 -3.615
H -2.800 -0.593 -5.526
H -0.641 -1.733 -5.041
H -1.689 -2.892 3.174
H -0.208 -2.475 2.349
H -1.074 -3.981 1.930
H -2.628 0.283 1.987
H -3.719 -0.949 2.593
H -4.024 -0.203 1.040
H -3.027 -4.098 -0.180
H -4.156 -2.794 -0.498
H -4.148 -3.573 1.064
H 4.360 -0.417 -0.999
H 4.222 1.921 -1.856
H 2.117 2.623 -3.019
H 0.156 1.107 -3.018
H 1.680 -4.113 2.121
H 3.416 -4.306 2.382
H 2.692 -4.838 0.876
H 3.610 0.042 1.451
H 4.953 -0.996 1.902
H 3.500 -0.955 2.886
H 4.749 -3.823 -0.416
H 5.311 -3.382 1.184
H 5.463 -2.235 -0.130
H 4.398 -5.280 -2.359
H 3.029 -5.438 -3.429
H 2.757 -5.290 -1.698
H 5.752 -2.555 -2.320
H 4.990 -1.283 -3.258
H 5.372 -2.816 -4.004
H 1.229 -2.176 -3.846
H 2.116 -3.239 -4.955
H 2.668 -1.597 -4.664
O -4.046 7.095 -2.280
C -2.961 6.509 -2.828
O -2.377 7.040 -3.734
C -2.551 5.210 -2.237
C -3.447 4.348 -1.598
C -3.014 3.144 -1.092
C -1.666 2.775 -1.168
S -1.157 1.284 -0.399
C -0.768 3.644 -1.793
C -1.214 4.826 -2.344
H -4.380 6.597 -1.522
H -4.498 4.593 -1.518
H -3.706 2.471 -0.615
H 0.280 3.389 -1.829
H -0.529 5.488 -2.854
O -0.362 -0.203 1.561
Se 1.045 0.708 2.067
O 0.486 2.149 2.370
O 1.488 -1.661 1.170
O 1.631 0.822 0.457
```

## Properties
LUMO: -2.82 eV
DFT total energy: -5667.08417 Ha
ΔE to the lowest compared entry with this formula, charge and spin: 155.1 kcal/mol
HOMO-LUMO gap: 4.8 eV
M: 1016.56 g/mol
Highest occupied orbital energy: -7.59 eV

***

Which of these has the highest DFT total energy?
C29H43ClN4ORbSi2

***

Look up the ΔE to the lowest compared entry with this formula, charge and spin of the second one.
12.4 kcal/mol

***

What is the ΔE to the lowest compared entry with this formula, charge and spin in the first record?
0.0 kcal/mol